Entry 1:
Here is C2H3NOS2 as an isolated structure in a non-equilibrium geometry from OMol25. Energies are from wB97M-V/def2-TZVPD.

```
9
Properties=species:S:1:pos:R:3:forces:R:3
C -0.538410 0.722071 -0.092107 -0.38 1.06 -0.97
C -1.251417 -0.579087 0.350302 -0.96 -0.57 4.06
H 3.074862 -0.571563 0.763346 -3.15 -0.89 -2.08
H 1.140186 1.402846 -1.062420 0.19 -2.63 0.84
H -1.193641 -1.066982 1.651049 0.52 1.80 -4.15
N 0.838162 0.473043 -0.587124 -2.58 2.48 0.57
O -1.204806 1.791165 -0.202018 3.38 -3.87 0.37
S 1.633642 -1.039392 -0.327258 2.42 2.66 1.48
S -2.498579 -1.132099 -0.493771 0.58 -0.04 -0.12
```
Forces are in eV/Å.

Summary:
HOMO level = -9.003 eV
E = -1004.216300 hartree
energy relative to the best compared isomer or geometry (same formula, charge and spin) = 449.6 kJ/mol
HOMO-LUMO gap = 8.0 eV



Entry 2:
Here is one molecule with the formula C2H3NOS2 in a non-equilibrium geometry from OMol25. Energies are from wB97M-V/def2-TZVPD.

```
9
Properties=species:S:1:pos:R:3:forces:R:3
C -1.642356 -0.268106 -0.138032 2.20 3.43 -1.02
C 1.770922 0.666455 0.196402 2.60 6.85 -0.86
H -2.347479 -1.029754 0.083598 -0.96 -0.32 0.31
H -0.454764 -1.721203 0.266034 0.52 -1.92 0.54
H 1.468549 0.555152 1.437166 1.09 0.47 -3.54
N -0.347849 -0.804243 -0.042828 -2.21 0.18 0.32
O 2.440294 1.717300 -0.393278 -3.64 -6.83 4.31
S -1.911339 1.338633 -0.522168 -0.03 -2.37 0.46
S 1.024026 -0.454231 -0.886898 0.44 0.50 -0.51
```
Forces are in eV/Å.

Summary:
HOMO level = -9.185 eV
E = -1004.276576 hartree
energy relative to the best compared isomer or geometry (same formula, charge and spin) = 291.3 kJ/mol
HOMO-LUMO gap = 8.8 eV



Entry 3:
Here is one molecule with the formula C2H3NOS2 in a non-equilibrium geometry from OMol25. Energies are from wB97M-V/def2-TZVPD.

```
9
Properties=species:S:1:pos:R:3:forces:R:3
C -0.949221 0.225329 0.160048 0.82 1.06 1.85
C -0.018379 1.064424 0.589815 -0.14 1.18 1.12
N 0.514426 -1.002373 -0.949938 0.55 1.98 -0.89
O -0.676876 -0.905964 -0.381435 0.13 -4.22 -2.17
S 1.604982 0.877191 0.183137 0.84 0.39 -0.03
S 1.332893 -2.433525 -0.944976 -0.48 -1.09 0.32
H -1.847064 0.037127 0.598141 -2.97 0.89 1.05
H -0.321496 1.783556 1.373084 0.24 0.01 -0.95
H 2.311721 -1.684201 -1.398218 1.01 -0.20 -0.31
```
Forces are in eV/Å.

Summary:
2S+1 = 3
HOMO level (spin up / spin down) = -7.470 / -7.948 eV
E = -1004.164300 hartree
energy relative to the best compared isomer or geometry (same formula, charge and spin) = 292.5 kJ/mol
HOMO-LUMO gap (spin up / spin down) = 8.3 / 6.3 eV